Record 1
A molecular structure, C4H14NO3, computed with ωB97M-V/def2-TZVPD.

The geometry in XYZ format:
```
22
Properties=species:S:1:pos:R:3:mulliken_charge:R:1
C 1.35092 1.26289 -0.80294 -1.240
N 0.36290 1.17752 0.22877 -0.522
C -0.73682 0.22619 -0.33455 -0.378
C -1.74207 -0.11718 0.68535 -0.571
C -2.99409 -0.98025 0.32076 -0.619
O -3.68924 0.33307 -0.65954 -0.478
H 1.10281 1.98936 -1.52021 0.345
H 1.49125 0.34251 -1.29097 0.372
H 2.31697 1.56124 -0.41430 0.475
H 0.88789 0.80674 1.06442 0.426
H -0.30475 -0.75205 -0.65596 0.214
H -1.17134 0.72569 -1.19685 0.353
H -1.18831 -0.54754 1.55834 0.328
H -2.31614 0.73064 1.03564 0.341
H -2.58113 -1.99338 0.17141 0.397
H -3.56653 -1.07063 1.28341 0.283
H 3.13887 -0.84356 1.78456 0.231
H -3.36754 -0.76781 -0.76400 0.252
O 2.42330 -0.48386 1.23385 -0.780
H 2.95888 -0.28697 0.31738 0.400
H 3.75726 -0.99169 -1.36646 0.155
O 3.86694 -0.32093 -0.67810 -0.982
```

relative energy (zero: lowest compared OMol25 entry of this formula, charge and spin)	145.29	kcal per mole
DFT total energy	-441.08726	a.u.
net charge	-1
gap between HOMO and LUMO	6.23	eV

***

Record 2
A gas-phase ion, C5H8NO (charge +1), computed with ωB97M-V/def2-TZVPD.

The geometry in XYZ format:
```
15
Properties=species:S:1:pos:R:3:mulliken_charge:R:1
C 0.73398 -0.84298 1.42115 -0.151
C -0.37912 -1.26123 0.62189 -0.279
C 0.16400 -0.28000 -1.29277 0.212
C -0.55578 0.02178 -0.09467 0.478
C -0.92895 1.43203 0.43769 -1.343
N 0.85203 -0.67678 -0.05140 -0.190
O 0.72486 0.83239 -1.98341 -0.480
H 0.63250 0.05648 1.99417 0.234
H 1.44393 -1.65464 1.85466 0.238
H -0.72339 -2.22969 0.39918 0.330
H -0.09779 -1.17905 -1.85149 0.412
H -1.19007 1.28093 1.43683 0.381
H -1.55110 1.81699 -0.37120 0.366
H 0.01294 1.92691 0.42985 0.421
H 0.86197 0.75687 -2.95048 0.371
```

relative energy (zero: lowest compared OMol25 entry of this formula, charge and spin)	106.18	kcal per mole
DFT total energy	-324.86975	a.u.
SMILES	C[C@@]12[C@@H](O)[N@+]13C[C@@H]23
net charge	+1
gap between HOMO and LUMO	12.37	eV

***

Record 3
A molecular structure, C23H34BrN3O5STbTe, computed with ωB97M-V/def2-TZVPD.

The geometry in XYZ format:
```
69
Properties=species:S:1:pos:R:3:mulliken_charge:R:1
Tb 0.43161 -0.05143 -0.49437 -0.009
C 3.81015 -1.93953 2.43339 -1.020
N 2.44400 -2.36247 2.54920 0.254
C 2.18700 -3.65832 3.23331 -1.075
C 1.55208 -1.64239 1.87116 0.704
O 1.88700 -0.57355 1.26611 -0.670
C 0.10799 -2.03903 1.99938 -0.976
O -0.72043 -1.14898 1.22219 -0.008
C -1.77413 -0.38762 1.75798 -0.614
C -1.91221 1.01451 1.07966 0.494
O -0.66790 1.45804 0.70479 -0.574
N -2.54731 1.90723 2.01598 0.500
C -2.01946 3.29432 2.22819 -1.053
C -3.50266 1.52135 3.03539 -1.480
H 4.39980 -2.54062 3.19742 0.449
H 3.87043 -0.88875 2.67991 0.302
H 4.13671 -2.14135 1.43673 0.224
H 3.08334 -4.29346 3.14325 0.387
H 1.28187 -4.10058 2.83691 0.317
H 2.17486 -3.36219 4.25550 0.442
H -0.25021 -2.05291 2.98331 0.652
H -0.03914 -3.02640 1.48577 0.353
H -1.51873 -0.14918 2.83513 0.641
H -2.70725 -1.00735 1.66197 0.028
H -2.79323 3.88419 2.74284 0.375
H -1.80912 3.74300 1.22354 0.244
H -1.08037 3.26133 2.84318 0.187
H -3.80522 0.50051 2.96104 0.496
H -4.43161 2.08311 3.00293 0.343
H -3.02270 1.69258 4.00068 0.450
Br -1.05219 -0.95097 -4.68641 -0.267
C -2.37949 -1.48617 -3.38921 -0.586
C -2.91256 -2.72337 -3.70832 -0.495
C -3.84195 -3.37467 -2.89286 -0.941
C -4.35791 -2.76548 -1.78255 -0.662
C -3.92029 -1.52107 -1.47039 0.587
C -4.61272 -0.85570 -0.35992 -0.765
C -4.20792 0.35624 0.10666 -1.635
C -2.85056 0.89223 -0.21845 0.799
C -2.24226 0.29826 -1.53599 -0.405
C -2.79402 -0.84442 -2.14386 1.298
H -2.58626 -3.07612 -4.63854 0.472
H -4.00614 -4.45247 -3.15576 0.193
H -5.10896 -3.15373 -1.13311 0.391
H -5.50928 -1.37523 -0.02967 0.292
H -4.76638 0.81662 0.92022 0.449
H -2.93870 1.95788 -0.52843 0.470
N 2.72404 0.09991 -1.42363 -0.233
C 2.95046 -0.88061 -2.49705 -0.607
C 2.96768 -2.37186 -2.03950 -0.388
C 1.81905 -2.79370 -1.14278 0.394
O 2.01563 -3.72965 -0.35717 -0.709
O 0.69708 -2.04778 -1.20060 -0.216
H 3.03658 1.02057 -1.67845 0.230
H 3.29542 -0.18380 -0.62515 0.161
H 3.92411 -0.68435 -2.96566 0.423
H 2.08890 -0.73775 -3.20103 0.282
H 3.97002 -2.62516 -1.57831 0.245
H 2.81902 -2.92801 -2.99073 0.274
S -0.98810 1.16338 -2.39570 -0.430
C 2.91255 5.94034 -0.18590 -1.094
Te 2.56555 4.73876 -1.96394 0.310
C 4.26554 5.61665 -2.82059 -0.986
H 3.95897 6.17826 -0.02371 0.332
H 2.55652 5.37646 0.67707 0.320
H 2.21681 6.78505 -0.33046 0.301
H 4.01044 5.73310 -3.90327 0.283
H 5.16123 5.03551 -2.62792 0.310
H 4.35497 6.55878 -2.27140 0.239
```

relative energy (zero: lowest compared OMol25 entry of this formula, charge and spin)	30.96	kcal per mole
expectation value of S²	12.6944
DFT total energy	-5501.98513	a.u.
spin multiplicity	7
net charge	-1
gap between HOMO and LUMO (alpha / beta)	3.19 / 3.19	eV

***

M readings, ordered: 124.16, 98.12, 831.04 g/mol
Max |F| readings, ordered: 0.123, 0.092, 0.083 hartree/bohr